## a
A gas-phase ion, C4H7N (charge +1), computed with the ωB97M-V functional and the def2-TZVPD basis.

Values from the calculation:
Multiplicity = 2
HOMO-LUMO gap (spin up / spin down) = 7.13 / 8.79 eV
E_HOMO (spin up / spin down) = -14.249 / -15.905 eV
Charge = +1
Molar mass = 69.11 g/mol

Geometry as XYZ:
```
12
Properties=species:S:1:pos:R:3:mulliken_charge:R:1
N -2.09320 0.86812 1.09140 -0.498
C -0.68171 0.74979 0.91724 -0.364
C -0.28638 -0.07234 -0.17919 0.153
C 1.04084 -0.42048 -0.42700 0.017
C 1.39173 -1.23831 -1.44110 -0.625
H -2.27811 1.16686 2.05773 0.306
H -0.92839 1.82965 0.55170 0.329
H 0.00513 0.73000 1.75828 0.427
H -1.07746 -0.43582 -0.83654 0.406
H 1.82525 -0.02857 0.21667 0.301
H 0.65096 -1.65573 -2.11381 0.264
H 2.43136 -1.49319 -1.59537 0.284
```

## b
A gas-phase ion, C4H7N (charge +1), computed with the ωB97M-V functional and the def2-TZVPD basis.

Values from the calculation:
Multiplicity = 2
HOMO-LUMO gap (spin up / spin down) = 10.25 / 7.34 eV
E_HOMO (spin up / spin down) = -15.078 / -15.128 eV
Charge = +1
Molar mass = 69.11 g/mol

Geometry as XYZ:
```
12
Properties=species:S:1:pos:R:3:mulliken_charge:R:1
N -0.17879 -0.14281 1.40396 -0.310
C -0.18765 0.44182 0.16054 1.163
C -0.45881 1.77323 0.10859 -0.932
C 0.68933 -1.61789 -0.93466 -0.602
C 0.09812 -0.43378 -0.98729 -0.218
H -0.76991 0.23278 2.14983 0.265
H 0.52747 -0.82718 1.65231 0.260
H -0.43374 2.31070 -0.83135 0.288
H -0.78181 2.33188 0.97761 0.305
H 1.06865 -2.10904 -1.81847 0.272
H 0.71095 -2.20246 -0.02239 0.235
H 0.06561 0.17713 -1.88817 0.275
```

Stability summary - winner: b; margin: 232.3 kJ/mol.

## a
2 unconnected molecules or ions with the total composition CH10N5, computed with the ωB97M-V functional and the def2-TZVPD basis.

Values from the calculation:
Multiplicity = 1
HOMO-LUMO gap = 9.81 eV
E_HOMO = -13.501 eV
Charge = +1
Molar mass = 92.13 g/mol

Geometry as XYZ:
```
16
Properties=species:S:1:pos:R:3:mulliken_charge:R:1
C 0.44470 -0.40918 0.23375 0.002
N -0.63942 0.62287 0.24348 -0.342
N -3.65321 -0.41708 -0.19722 -0.760
N 1.98820 1.36123 0.14105 -0.747
N 1.67211 0.00305 0.05723 0.684
N 2.68502 -0.91844 -0.27979 -0.709
H 0.16896 -1.38938 0.21144 0.434
H -1.52266 0.33616 0.63074 0.287
H -0.20332 1.55241 0.18255 0.308
H -4.29706 0.30209 -0.56401 0.250
H -4.18790 -0.54945 0.69147 0.271
H 2.77519 1.53460 -0.45861 0.300
H 2.28826 1.41715 1.08038 0.266
H 3.63199 -0.55581 -0.23352 0.261
H -3.63907 -1.31352 -0.75733 0.252
H 2.48821 -1.57670 -0.98160 0.244
```

## b
3 unconnected molecules or ions with the total composition CH10N5, computed with the ωB97M-V functional and the def2-TZVPD basis.

Values from the calculation:
Multiplicity = 1
HOMO-LUMO gap (spin up / spin down) = 6.19 / 9.95 eV
E_HOMO (spin up / spin down) = -11.597 / -13.409 eV
Charge = +1
Molar mass = 92.13 g/mol

Geometry as XYZ:
```
16
Properties=species:S:1:pos:R:3:mulliken_charge:R:1
C 0.11923 1.06380 0.24163 -0.150
N -3.28402 0.16945 -0.13234 -0.852
N 3.48123 0.13365 -0.35433 -0.214
N 2.64418 -0.38856 0.43386 -0.355
N -0.50424 -0.03337 0.14254 0.048
N 0.07962 -1.22094 -0.12460 -0.447
H -0.34426 1.96995 0.22047 0.296
H -3.41959 -0.24509 0.76851 0.295
H -3.67721 1.11392 -0.17986 0.287
H 3.36697 -0.10631 -1.35718 0.275
H 3.96688 1.01753 -0.27729 0.251
H 2.54547 -0.19050 1.41036 0.246
H -1.63257 0.12251 -0.26330 0.489
H 1.03178 -1.04677 -0.09079 0.285
H -0.45934 -1.96603 0.28460 0.266
H -3.91414 -0.39323 -0.72229 0.280
```

Stability summary - winner: a; margin: 348.2 kJ/mol.

## a
A molecular structure, C9H11NO3S, computed with the ωB97M-V functional and the def2-TZVPD basis.

Values from the calculation:
Multiplicity = 1
HOMO-LUMO gap = 8.25 eV
E_HOMO = -8.618 eV
Molar mass = 213.26 g/mol

Geometry as XYZ:
```
25
Properties=species:S:1:pos:R:3:mulliken_charge:R:1
C 1.56631 -0.44976 -1.01995 -0.745
C 0.93936 1.68648 -2.03680 -0.542
C 2.86232 -0.01312 -0.99395 0.056
C 2.23358 2.17617 -1.98305 -0.226
C -0.08343 0.99452 1.43276 0.667
C 0.61852 0.53544 -1.34803 0.122
C 3.15970 1.35866 -1.19197 -1.029
C -2.94208 -1.18734 1.70688 -0.920
C -2.16441 0.14132 2.01979 -0.357
N 0.66306 1.44121 0.42613 -0.073
O 0.27555 0.91993 2.58497 -0.672
O 2.30470 3.32592 0.83453 -0.524
O -1.21534 0.54935 0.97508 -0.298
S 2.16640 1.90681 0.83700 0.544
H 1.42424 -1.41615 -0.67772 0.462
H 0.13613 2.21327 -2.45720 0.383
H 3.75128 -0.66377 -0.91326 0.329
H 2.64525 3.03673 -2.44176 0.420
H -0.44637 0.13946 -1.32400 0.335
H 4.12861 1.69623 -1.07872 0.638
H -2.54757 -1.56990 0.77126 0.292
H -2.87487 -1.82033 2.63440 0.292
H -4.00311 -0.92655 1.51260 0.252
H -1.55367 0.02964 2.96996 0.276
H -2.75777 1.12293 2.07971 0.316
```

## b
2 unconnected molecules or ions with the total composition C9H11NO3S, computed with the ωB97M-V functional and the def2-TZVPD basis.

Values from the calculation:
Multiplicity = 1
HOMO-LUMO gap (spin up / spin down) = 6.37 / 6.38 eV
E_HOMO (spin up / spin down) = -7.957 / -7.962 eV
Molar mass = 213.26 g/mol

Geometry as XYZ:
```
25
Properties=species:S:1:pos:R:3:mulliken_charge:R:1
C -0.63476 3.32164 0.40583 -0.366
C -0.75763 2.51288 -0.71540 -0.672
C -0.71632 2.76370 1.67371 -0.594
C -0.93034 1.15440 -0.57337 -0.054
C -0.91946 1.40848 1.82481 -0.441
C -1.00814 0.57250 0.70181 0.723
C 0.50917 -2.19811 -2.53093 -1.270
C -1.24870 -0.82540 0.87424 -0.580
C 0.41974 -1.54537 -1.19101 0.318
N 1.42929 -0.73371 -0.76384 1.152
O 1.46191 -0.38476 0.43358 -0.788
O 2.29932 -0.40364 -1.57237 -0.744
O 1.24496 -2.66213 2.04588 -0.640
S -0.76660 -2.09918 -0.08530 -0.043
H -0.47635 4.38341 0.29305 0.393
H -0.70105 2.94375 -1.70518 0.384
H -0.61646 3.39370 2.54593 0.372
H -1.03009 0.53519 -1.45357 0.429
H -0.97418 0.96609 2.81058 0.397
H 1.50768 -2.03633 -2.93356 0.351
H 0.31853 -3.26815 -2.44935 0.351
H -0.21291 -1.77687 -3.23237 0.268
H 1.41720 -1.76957 1.70018 0.376
H -1.71863 -1.16082 1.78774 0.390
H 2.10381 -3.09167 2.10890 0.287
```

Stability summary - winner: a; margin: 73.3 kJ/mol.

## a
2 unconnected molecules or ions with the total composition C4H5FO2, computed with the ωB97M-V functional and the def2-TZVPD basis.

Values from the calculation:
Multiplicity = 1
HOMO-LUMO gap (spin up / spin down) = 8.97 / 8.97 eV
E_HOMO (spin up / spin down) = -9.123 / -9.126 eV
Molar mass = 104.08 g/mol

Geometry as XYZ:
```
12
Properties=species:S:1:pos:R:3:mulliken_charge:R:1
C -0.40122 -1.17167 -0.30403 0.506
C -2.09530 0.49210 -0.45933 0.258
C 1.08593 0.53204 0.64269 -1.014
C 0.98081 -0.53226 -0.39618 -0.270
O -0.83975 -2.23928 -0.12077 -0.322
O -2.73464 1.09564 -1.27185 -0.434
F -2.30346 0.78676 0.88622 -0.214
H 1.99711 1.10634 0.55812 0.336
H 1.16132 0.15561 1.68445 0.300
H 0.18210 1.17539 0.47068 0.268
H 1.71255 -1.24183 -0.14507 0.310
H 1.25455 -0.15884 -1.54493 0.277
```

## b
A single C4H5FO2 molecule, computed with the ωB97M-V functional and the def2-TZVPD basis.

Values from the calculation:
Multiplicity = 1
HOMO-LUMO gap = 8.97 eV
E_HOMO = -9.409 eV
Molar mass = 104.08 g/mol
SMILES = CO/C(C=O)=C\F

Geometry as XYZ:
```
12
Properties=species:S:1:pos:R:3:mulliken_charge:R:1
C 1.76389 -0.42270 0.48752 -0.612
C -0.50099 0.13850 -0.43198 0.552
C -0.99291 0.56616 0.80187 -0.157
C -1.41111 -0.05099 -1.57834 -0.069
H 2.60927 -0.66931 -0.14588 0.255
H 1.94627 0.56907 1.07809 0.234
H 1.40830 -1.21231 1.17064 0.302
H -1.97364 1.18213 0.98286 0.260
H -2.29598 0.45503 -1.31325 0.285
O 0.81485 -0.31062 -0.52293 -0.350
O -1.14760 -0.95508 -2.47012 -0.487
F -0.22035 0.71012 1.94153 -0.214
```

## c
A single C4H5FO2 molecule, computed with the ωB97M-V functional and the def2-TZVPD basis.

Values from the calculation:
Multiplicity = 1
HOMO-LUMO gap = 10.95 eV
E_HOMO = -10.603 eV
Molar mass = 104.08 g/mol
SMILES = O=C(O)/C=C\CF

Geometry as XYZ:
```
12
Properties=species:S:1:pos:R:3:mulliken_charge:R:1
C 1.83238 -0.34135 0.07504 0.527
C 0.81157 0.78927 -0.01771 -0.317
C -0.53382 0.88612 -0.03822 -0.128
C -1.63475 -0.11009 0.05638 -0.332
H 0.53093 -1.75101 -0.10587 0.411
H 1.30248 1.76111 -0.13160 0.284
H -1.01993 1.86071 -0.09102 0.321
H -2.24073 0.07883 0.96588 0.283
H -2.29406 -0.01151 -0.78772 0.300
O 1.47216 -1.65117 -0.09139 -0.496
O 3.01346 -0.07849 0.10043 -0.525
F -1.23969 -1.43241 0.06578 -0.329
```

## d
A single C4H5FO2 molecule, computed with the ωB97M-V functional and the def2-TZVPD basis.

Values from the calculation:
Multiplicity = 1
HOMO-LUMO gap = 10.72 eV
E_HOMO = -10.055 eV
Molar mass = 104.08 g/mol
SMILES = C/C(F)=C/C(=O)O

Geometry as XYZ:
```
12
Properties=species:S:1:pos:R:3:mulliken_charge:R:1
C -2.49267 -0.71366 0.07106 -0.990
C -1.17910 -0.07622 0.06770 0.644
C 0.00875 -0.66938 0.00053 -0.334
C 1.33282 0.00362 0.06828 0.517
H -3.00844 -0.33230 -0.83124 0.278
H -2.34474 -1.78576 -0.01213 0.302
H -3.04950 -0.43545 0.99080 0.289
H -0.03277 -1.79153 -0.13188 0.201
H 3.16876 -0.45012 -0.14908 0.333
O 2.32359 -0.89600 -0.09308 -0.438
O 1.54626 1.19548 0.14084 -0.560
F -1.30121 1.23701 -0.16600 -0.244
```

Stability summary - winner: d; margin: 44.9 kJ/mol.

## a
A single C3H7BO2 molecule, computed with the ωB97M-V functional and the def2-TZVPD basis.

Values from the calculation:
Multiplicity = 1
HOMO-LUMO gap = 10.44 eV
E_HOMO = -9.942 eV
Molar mass = 85.90 g/mol
SMILES = C=CB(O)OC

Geometry as XYZ:
```
13
Properties=species:S:1:pos:R:3:mulliken_charge:R:1
B -0.13609 0.64760 -0.01692 0.500
C -2.14683 -0.76231 0.07599 -0.626
C -1.70913 0.47584 -0.03851 -0.174
C 2.12868 -0.62601 -0.00032 -0.611
O 0.42811 1.82246 0.03510 -0.478
O 0.67129 -0.71482 -0.00850 -0.378
H -3.26473 -1.00526 0.00196 0.204
H -1.50416 -1.63921 0.07742 0.239
H -2.52366 1.19156 -0.08448 0.263
H 2.57019 -1.40211 0.56157 0.277
H 2.55585 0.36052 0.48203 0.208
H 2.61264 -0.80002 -0.99895 0.246
H -0.19186 2.57860 -0.23131 0.330
```

## b
A single C3H7BO2 molecule, computed with the ωB97M-V functional and the def2-TZVPD basis.

Values from the calculation:
Multiplicity = 1
HOMO-LUMO gap = 11.19 eV
E_HOMO = -10.480 eV
Molar mass = 85.90 g/mol
SMILES = CB1OCCO1

Geometry as XYZ:
```
13
Properties=species:S:1:pos:R:3:mulliken_charge:R:1
B 0.68322 0.01001 -0.05393 0.578
C -1.49096 0.79276 0.05076 -0.395
C -1.44194 -0.81331 -0.04416 -0.355
C 2.24071 -0.02178 -0.01754 -0.824
O -0.07693 1.13132 0.11010 -0.505
O -0.06307 -1.13757 -0.19826 -0.473
H -1.84989 1.27424 -0.88399 0.248
H -1.94976 0.96031 0.93688 0.329
H -1.90772 -1.03350 0.93491 0.254
H -1.86795 -1.19051 -0.94600 0.313
H 2.84827 0.73339 -0.55467 0.310
H 2.49851 -0.98742 -0.35118 0.226
H 2.37751 0.28207 1.01710 0.293
```

Stability summary - winner: b; margin: 98.0 kJ/mol.